{
  "formula": "H16NO11",
  "method": "ωB97M-V with the def2-TZVPD basis set",
  "de_lowest_kj_mol": 93.56,
  "homo_lumo_gap_ev": 10.4,
  "e_homo_ev": -7.24,
  "charge": -1,
  "mol_weight_g_mol": 206.12,
  "spin_multiplicity": 1,
  "symbols": ["N", "O", "O", "O", "O", "H", "H", "O", "H", "H", "O", "H", "H", "O", "H", "H", "O", "H", "H", "O", "H", "H", "O", "H", "H", "O", "H", "H"],
  "xyz": [[0.495, 0.047, -0.772], [0.436, 1.309, -0.773], [1.542, -0.513, -1.083], [-0.476, -0.628, -0.413], [3.649, 0.415, 0.265], [4.043, 0.990, -0.391], [2.871, 0.099, -0.151], [-3.774, -0.223, -1.110], [-3.054, 0.436, -0.995], [-3.501, -1.032, -0.630], [-2.176, 1.948, -1.036], [-1.251, 1.916, -1.117], [-2.433, 2.855, -1.176], [-0.888, -3.193, -1.244], [-0.252, -3.532, -1.793], [-0.727, -2.254, -1.250], [2.187, 3.057, 0.165], [1.718, 2.968, 1.032], [2.065, 2.324, -0.423], [0.512, 0.574, 1.993], [-0.428, 0.496, 1.866], [0.802, 1.272, 1.439], [1.233, -2.502, 1.048], [2.188, -2.345, 1.195], [0.961, -1.670, 0.644], [-2.218, -0.723, 1.571], [-1.982, -1.335, 2.299], [-1.536, -0.766, 0.831]]
}

***

{
  "formula": "H16O24PbS4Zn2",
  "method": "ωB97M-V with the def2-TZVPD basis set",
  "homo_lumo_gap_ev": 3.4,
  "e_homo_ev": -1.40,
  "charge": -2,
  "mol_weight_g_mol": 866.35,
  "spin_multiplicity": 1,
  "symbols": ["Zn", "Zn", "Pb", "S", "O", "O", "O", "O", "S", "O", "O", "O", "O", "S", "O", "O", "O", "O", "S", "O", "O", "O", "O", "O", "H", "H", "O", "H", "H", "O", "H", "H", "O", "H", "H", "O", "H", "H", "O", "H", "H", "O", "H", "H", "O", "H", "H"],
  "xyz": [[8.955, 9.340, -5.139], [12.331, 8.137, -8.260], [11.741, 6.042, -4.233], [9.799, 6.696, -6.965], [11.033, 6.759, -7.829], [9.542, 7.999, -6.420], [8.671, 6.178, -7.723], [10.083, 5.769, -5.834], [7.477, 12.058, -6.368], [8.096, 12.699, -7.548], [6.025, 11.883, -6.563], [8.111, 10.673, -6.270], [7.789, 12.826, -5.152], [11.971, 9.583, -5.442], [13.205, 10.246, -5.105], [11.928, 8.219, -4.802], [10.763, 10.343, -5.117], [11.910, 9.388, -6.955], [9.489, 7.377, -2.347], [8.175, 7.207, -1.749], [9.403, 8.217, -3.573], [10.478, 7.926, -1.422], [10.025, 5.987, -2.746], [13.015, 7.048, -9.851], [13.155, 6.092, -9.771], [13.442, 7.313, -10.670], [11.502, 4.592, -9.434], [11.338, 5.365, -8.860], [10.647, 4.409, -9.831], [6.051, 6.658, -7.987], [6.929, 6.472, -7.614], [5.958, 6.022, -8.699], [7.009, 8.484, -5.177], [6.121, 8.845, -5.258], [6.918, 7.626, -4.731], [10.921, 8.968, -9.687], [10.032, 9.204, -9.317], [10.811, 9.019, -10.638], [8.278, 9.473, -8.835], [7.837, 10.185, -8.332], [8.376, 8.757, -8.195], [8.968, 3.212, -7.194], [8.365, 3.162, -7.939], [9.162, 4.157, -7.117], [7.245, 5.663, -4.910], [7.372, 5.051, -4.180], [8.111, 5.711, -5.335]]
}